Record 1
106
Properties=species:S:1:pos:R:3:forces:R:3 method="wB97M-V/def2-TZVPD" orbital_gap_ev=6.5 multiplicity=1 de_lowest_ev=1.3334 total_charge=-1
Cd 0.38037 -0.35336 0.72252 0.63 -0.84 -0.20
I 8.42518 -1.37816 0.32061 -0.20 0.05 0.00
C 6.38312 -0.88530 0.15120 0.27 -0.05 0.01
C 5.98630 0.44215 0.21947 0.00 -0.11 0.06
C 4.64710 0.75326 0.08849 -0.40 0.18 0.00
I 4.06728 2.76057 0.29039 -0.01 -0.21 -0.04
C 3.62836 -0.22453 -0.14235 0.09 -0.04 -0.01
O 2.39264 0.05879 -0.34545 0.07 0.05 0.04
C 4.10254 -1.57434 -0.14216 -0.18 0.04 0.14
C 3.07645 -2.66252 -0.27153 -0.07 0.07 0.05
N 2.06400 -2.62082 0.79317 -0.01 0.08 0.01
C 2.62201 -2.79157 2.12530 -0.02 0.01 -0.17
C 3.00612 -1.47466 2.74526 -0.15 -0.10 -0.04
C 4.27323 -1.23759 3.25093 0.12 -0.03 0.09
C 4.52227 -0.03631 3.89142 0.03 0.04 -0.03
C 3.48291 0.86437 4.03639 0.00 0.04 -0.01
C 2.25248 0.55552 3.47680 0.11 -0.11 0.01
N 2.01714 -0.58340 2.81831 -0.01 0.46 0.06
C 5.44435 -1.88845 -0.02055 -0.01 0.02 0.04
H 6.71302 1.22652 0.38560 -0.04 -0.01 -0.02
H 3.58413 -3.63743 -0.28625 0.05 -0.02 -0.01
H 2.56608 -2.53085 -1.21977 -0.20 -0.06 -0.07
H 1.35025 -3.31462 0.62610 -0.06 -0.05 -0.10
H 3.48843 -3.46413 2.13802 0.05 -0.08 -0.03
H 1.84265 -3.22538 2.75427 0.07 -0.04 -0.02
H 5.06062 -1.97068 3.12428 -0.06 -0.01 -0.05
H 5.51498 0.19834 4.25663 -0.03 -0.04 0.04
H 3.61839 1.80460 4.55350 -0.02 0.01 -0.06
H 1.42451 1.23889 3.57336 -0.10 0.07 -0.08
H 5.75678 -2.92675 -0.05528 -0.03 0.01 0.03
C 0.44815 -1.77979 -2.90271 -0.02 -0.09 0.17
N -0.25392 -2.24023 -1.70405 0.09 0.10 -0.06
C -0.11410 -3.68956 -1.54156 0.09 0.10 0.14
C -1.67422 -1.99255 -1.72212 -0.11 0.04 0.18
C -2.39274 -2.31674 -2.86318 -0.04 0.09 -0.04
C -3.77491 -2.39596 -2.87246 -0.09 -0.06 -0.05
C -4.43511 -2.22137 -1.66510 0.03 0.01 0.02
C -3.73935 -1.87257 -0.52222 0.06 0.12 -0.04
C -2.33563 -1.64561 -0.50915 -0.05 -0.18 0.16
N -1.65942 -1.25878 0.62725 -0.11 0.19 -0.37
C -2.43725 -0.88745 1.74484 -0.01 -0.21 0.00
C -3.48017 0.03832 1.68139 0.14 0.07 0.02
C -4.17262 0.44066 2.81217 0.08 -0.02 -0.03
C -3.82386 -0.07994 4.04891 -0.05 0.06 -0.06
C -2.78569 -0.99621 4.13641 -0.04 0.05 0.16
C -2.09266 -1.41330 3.00591 0.06 0.09 -0.16
N -0.97673 -2.28796 3.07980 0.10 -0.08 0.03
C -0.35533 -2.40544 4.37872 -0.03 0.02 -0.03
C -1.18617 -3.58397 2.45483 -0.02 0.03 0.03
H 1.51890 -1.72212 -2.70479 -0.01 -0.02 -0.02
H 0.28452 -2.43550 -3.77096 0.03 0.01 0.00
H 0.10400 -0.78307 -3.15742 -0.07 0.16 -0.03
H -0.60827 -4.23367 -2.35831 -0.02 -0.01 -0.02
H -0.58254 -3.99470 -0.60243 0.03 0.01 -0.04
H 0.93039 -3.98738 -1.53544 0.26 0.03 0.05
H -1.84878 -2.52919 -3.77810 -0.01 -0.02 0.07
H -4.31069 -2.63988 -3.78193 0.01 0.02 0.02
H -5.50801 -2.36742 -1.59856 0.01 0.02 -0.01
H -4.28795 -1.76571 0.40182 -0.01 0.00 -0.06
H -3.71398 0.48400 0.72062 0.00 0.00 0.02
H -4.95788 1.18227 2.72202 0.00 -0.02 0.02
H -4.34775 0.23295 4.94477 0.04 -0.01 -0.01
H -2.50752 -1.36510 5.11591 0.02 -0.05 -0.06
H -0.12237 -1.41181 4.76113 -0.01 -0.03 0.03
H -0.98000 -2.94225 5.11156 0.02 0.00 0.02
H 0.58002 -2.95962 4.27507 -0.05 0.02 0.05
H -1.83043 -4.23556 3.06727 0.00 0.00 0.00
H -0.22395 -4.09104 2.32427 -0.02 0.01 0.02
H -1.64148 -3.45023 1.47667 -0.01 0.00 0.02
O -0.70168 1.19961 2.58650 -0.22 -0.20 0.00
S -0.28194 2.37228 1.83119 0.16 0.56 0.25
O 0.17542 3.47015 2.65176 -0.12 0.03 -0.09
O 0.67173 1.96651 0.78352 0.04 0.08 0.04
C -1.68510 2.99565 0.91228 0.10 -0.10 -0.32
C -2.61182 3.71964 1.65055 0.08 -0.09 0.06
C -3.68241 4.32213 1.02000 -0.10 0.03 -0.04
C -3.79600 4.23034 -0.35982 -0.04 0.01 -0.02
C -2.87278 3.50533 -1.09710 0.04 -0.05 0.09
C -1.80979 2.83623 -0.48307 0.12 -0.01 0.44
P -0.64369 1.74065 -1.44044 -0.19 0.37 -0.70
C -1.57855 1.60301 -3.05493 -0.16 -0.19 0.18
C -2.82877 0.97387 -3.00591 0.05 0.01 0.12
C -3.56043 0.72728 -4.15576 -0.02 0.06 0.00
C -3.04028 1.06911 -5.39775 0.00 0.00 -0.01
C -1.79461 1.67228 -5.46953 -0.01 -0.01 0.01
C -1.07460 1.94281 -4.31027 -0.04 0.10 0.07
C 0.64136 2.93701 -1.99179 0.12 -0.11 0.18
C 0.65303 4.28486 -1.64590 0.00 -0.08 -0.05
C 1.65142 5.12386 -2.12513 -0.01 0.02 -0.03
C 2.64638 4.62896 -2.95640 0.00 0.07 0.07
C 2.65954 3.28151 -3.28219 0.00 -0.06 -0.03
C 1.67249 2.44074 -2.79049 0.02 -0.06 0.14
H -2.46595 3.80451 2.72161 -0.02 0.02 -0.07
H -4.41772 4.87166 1.59526 0.03 0.01 -0.01
H -4.61139 4.72643 -0.87282 0.01 0.00 0.01
H -2.98607 3.46249 -2.16992 0.01 -0.06 -0.06
H -3.23337 0.67355 -2.04190 -0.01 -0.05 -0.09
H -4.53329 0.25684 -4.08349 0.05 -0.03 0.03
H -3.60152 0.85904 -6.30117 0.01 0.03 0.02
H -1.37907 1.94789 -6.43239 0.00 -0.01 0.03
H -0.11790 2.43802 -4.39411 0.00 0.00 -0.02
H -0.10758 4.68127 -0.98548 -0.02 0.02 -0.01
H 1.65149 6.17151 -1.84630 0.00 -0.04 0.02
H 3.43012 5.28621 -3.31538 -0.04 -0.03 -0.01
H 3.45551 2.88099 -3.89923 -0.03 -0.02 0.04
H 1.70960 1.37707 -3.00351 0.03 0.02 0.00

Record 2
105
Properties=species:S:1:pos:R:3:forces:R:3 method="wB97M-V/def2-TZVPD" orbital_gap_ev=6.3 multiplicity=1 de_lowest_ev=1.0859 total_charge=+1
Hf -0.43515 -0.07615 -0.30242 -0.06 -0.31 0.52
O -7.09262 1.25729 2.39418 -0.09 0.11 -0.01
N -6.17574 1.55192 3.13782 0.26 -0.29 -0.11
O -6.31245 1.97340 4.26340 0.03 0.07 0.03
C -4.79619 1.38059 2.62946 -0.50 -0.04 -0.09
C -3.81724 2.01705 3.31464 0.40 0.17 0.20
C -2.47754 1.98684 2.88590 -0.17 0.28 0.40
C -1.42798 2.69481 3.60702 -0.18 0.03 0.10
C -0.16417 2.63332 3.19720 -0.01 0.22 -0.23
C 0.20607 1.85031 2.00955 0.36 -0.68 0.29
N -0.87178 1.38255 1.18533 -0.44 -0.19 0.38
C -2.14523 1.33739 1.71757 0.43 0.00 -0.41
C -3.17091 0.61995 1.01090 0.16 -0.17 -0.17
N -2.78650 -0.09717 -0.09996 -0.20 0.44 0.33
C -3.66863 -0.84232 -0.72312 -0.08 0.06 -0.06
C -5.00027 -0.94414 -0.30567 0.05 -0.09 -0.11
C -5.41749 -0.22003 0.77151 -0.08 0.04 0.05
C -4.50436 0.61530 1.46361 -0.18 -0.11 0.07
H -4.08617 2.57475 4.20200 0.03 -0.01 0.00
H -1.70041 3.26795 4.48580 -0.01 -0.02 -0.04
H 0.62566 3.16591 3.70988 0.02 -0.02 0.00
H 1.02166 2.27556 1.43693 -0.16 0.32 -0.11
H -3.32229 -1.36846 -1.60334 -0.01 -0.04 0.00
H -5.68181 -1.59357 -0.83784 0.02 0.03 0.01
H -6.44091 -0.28260 1.10600 0.07 0.01 -0.02
Cl -2.92286 -7.09358 0.86882 0.02 0.06 0.01
C -2.34278 -5.46314 0.86217 -0.04 -0.05 0.17
C -2.31648 -4.73343 2.06949 -0.02 -0.01 0.06
C -1.85341 -3.44279 2.11815 -0.04 -0.16 0.08
C -1.39457 -2.81347 0.94904 0.13 0.28 0.10
O -0.90763 -1.60501 1.01268 0.16 -0.21 -0.37
C -1.45684 -3.53837 -0.26475 -0.02 -0.13 -0.24
C -1.10457 -2.94383 -1.49472 -0.03 0.11 -0.01
O -0.82714 -1.73347 -1.66863 -0.10 0.17 -0.18
C -1.91477 -4.87968 -0.28757 0.03 0.02 -0.08
H -2.66562 -5.21725 2.97393 0.02 0.02 -0.03
H -1.81231 -2.88979 3.04735 -0.01 -0.03 -0.01
H -1.09328 -3.57932 -2.38564 -0.04 -0.04 -0.01
H -1.93452 -5.42656 -1.22315 0.00 0.03 0.02
C 1.61732 -0.13784 -1.16111 0.32 -0.06 -0.13
Si 1.82253 1.26368 -2.33058 -0.20 0.02 -0.22
C 0.02888 1.46589 -2.95657 -0.03 0.21 0.07
N -1.00178 1.72201 -1.88789 0.26 -0.34 -0.36
C -2.35961 1.69879 -2.53362 0.18 0.01 0.02
C -2.69283 3.01904 -3.20429 -0.05 0.02 0.05
C -2.90285 4.08700 -2.11654 0.01 0.00 0.02
C -2.03149 3.77821 -0.88583 0.00 0.04 -0.05
C -0.74882 3.09443 -1.31769 -0.08 -0.12 -0.10
C 2.45870 2.76374 -1.42748 0.04 0.24 0.12
C 2.95436 2.67136 -0.12433 -0.01 0.15 0.00
C 3.41813 3.79577 0.55512 -0.03 -0.03 -0.05
C 3.38842 5.03660 -0.06297 -0.02 0.00 -0.03
C 2.90399 5.15231 -1.36324 0.00 -0.04 0.03
C 2.44760 4.02805 -2.03355 0.08 -0.03 0.01
C 2.76575 1.04274 -3.91926 0.19 -0.12 -0.17
C 2.33347 0.10078 -4.86236 0.07 0.00 -0.03
C 2.98362 -0.05358 -6.07867 0.00 0.02 0.07
C 4.08813 0.73528 -6.37614 -0.01 0.01 0.01
C 4.54058 1.66719 -5.45367 -0.05 -0.01 0.09
C 3.88516 1.81897 -4.23527 0.02 -0.10 -0.10
H 2.40706 -0.13414 -0.41648 -0.03 -0.05 -0.01
H 1.71675 -1.07488 -1.72498 -0.05 0.02 -0.01
H -0.21219 0.49893 -3.41582 0.01 0.03 -0.02
H -0.04720 2.21290 -3.75455 -0.09 0.03 0.04
H -3.11148 1.50479 -1.77568 -0.04 0.01 0.06
H -2.36733 0.86035 -3.23033 -0.01 -0.01 -0.03
H -3.59105 2.88856 -3.80774 -0.02 0.04 -0.01
H -1.90093 3.31058 -3.89744 0.00 -0.01 0.03
H -3.95426 4.12265 -1.82777 0.00 0.00 0.02
H -2.65389 5.07297 -2.50986 0.01 0.01 -0.01
H -2.56653 3.15693 -0.16455 0.00 -0.02 -0.02
H -1.76490 4.69461 -0.35740 -0.04 0.00 0.00
H -0.03508 3.02248 -0.50296 0.03 -0.02 0.03
H -0.26985 3.69325 -2.09710 -0.02 0.03 -0.01
H 2.97934 1.71413 0.38523 -0.03 0.07 -0.04
H 3.80538 3.69539 1.56258 -0.01 0.00 -0.02
H 3.74634 5.91406 0.46118 0.00 -0.02 -0.01
H 2.88993 6.11832 -1.85320 0.00 -0.02 0.02
H 2.08588 4.13703 -3.05336 0.02 -0.02 0.05
H 1.48027 -0.53750 -4.64559 0.03 0.04 -0.01
H 2.63459 -0.78957 -6.79242 0.00 0.02 0.02
H 4.59718 0.61883 -7.32518 -0.01 0.00 0.03
H 5.40790 2.27540 -5.67984 -0.03 -0.01 0.01
H 4.26036 2.54584 -3.52354 -0.03 -0.01 -0.02
C 6.57877 0.75384 5.39876 -0.04 0.00 -0.04
C 5.26205 0.56586 4.69137 0.12 0.02 0.06
C 4.05939 0.78238 5.34576 -0.09 0.02 0.04
C 2.82981 0.60798 4.71826 0.10 -0.04 0.07
C 1.59036 0.73614 5.57091 0.09 -0.10 -0.05
C 2.81724 0.24215 3.35890 0.07 0.17 0.16
Se 1.10326 0.00385 2.52677 -0.39 -0.01 0.07
C 4.01556 -0.05949 2.69596 0.06 0.05 0.03
C 4.08918 -0.62301 1.30009 0.06 0.02 0.04
C 5.21450 0.12085 3.37915 0.04 -0.04 -0.10
H 6.43851 1.16300 6.39828 -0.02 -0.01 -0.02
H 7.22876 1.43186 4.84381 -0.02 -0.01 -0.01
H 7.10805 -0.19551 5.49658 -0.02 0.00 -0.02
H 4.07068 1.07245 6.39160 0.01 -0.01 -0.05
H 1.86688 0.97244 6.59814 0.01 -0.02 -0.05
H 1.02103 -0.19570 5.57588 0.04 -0.01 -0.02
H 0.91489 1.50603 5.22275 -0.13 0.16 -0.09
H 3.21128 -1.21311 1.04623 0.01 -0.03 0.07
H 4.96520 -1.26507 1.20810 -0.02 0.01 0.02
H 4.19736 0.16414 0.55041 0.05 -0.05 0.05
H 6.14274 -0.11138 2.86487 -0.04 0.00 0.02